No. 1
Density functional theory data (ωB97M-V/def2-TZVPD) for 5 unconnected molecules or ions with the total composition C15H23ClF4NO14PSi at a distorted geometry.

```
60
Properties=species:S:1:pos:R:3:lowdin_charge:R:1
N 1.457 2.518 -1.903 -0.124
Si 0.092 2.087 -2.924 0.345
C 0.378 0.464 -3.806 -0.315
C 0.513 -0.723 -2.844 -0.260
C 1.467 -1.736 -3.440 -0.299
O 1.586 -2.918 -2.682 -0.058
P -1.791 2.192 -1.693 0.363
O -2.764 1.038 -2.416 -0.459
Cl -1.227 1.262 0.065 0.161
H 1.444 3.526 -1.802 0.018
H 2.332 2.251 -2.338 0.025
H -0.072 3.169 -3.932 -0.036
H -0.346 0.258 -4.579 0.071
H 1.331 0.566 -4.319 0.071
H 0.877 -0.402 -1.876 0.097
H -0.452 -1.190 -2.703 0.107
H 2.427 -1.250 -3.551 0.118
H 1.102 -1.943 -4.444 0.118
H 0.691 -3.174 -2.422 0.090
H -2.774 1.241 -3.367 0.034
O -3.211 3.142 6.782 0.176
C -3.125 2.965 5.615 -0.554
O -2.984 1.754 5.024 0.079
C -3.054 1.943 3.603 -0.063
C -2.661 3.388 3.466 -0.312
F -3.285 3.983 2.416 0.070
O -3.133 3.958 4.676 0.132
H -4.072 1.764 3.261 0.141
H -2.380 1.267 3.088 0.103
H -1.586 3.552 3.384 0.155
O 6.025 -1.651 -5.434 0.183
C 5.521 -2.693 -5.195 -0.553
O 4.390 -3.158 -5.786 0.063
C 4.172 -4.500 -5.336 -0.052
C 4.935 -4.518 -4.033 -0.312
F 5.468 -5.736 -3.772 0.075
O 5.979 -3.590 -4.277 0.134
H 4.592 -5.204 -6.056 0.143
H 3.111 -4.697 -5.213 0.137
H 4.356 -4.185 -3.170 0.169
O -2.288 -1.174 3.270 0.188
C -3.178 -1.465 2.550 -0.547
O -3.204 -2.562 1.757 0.076
C -4.491 -2.636 1.136 -0.049
C -4.954 -1.199 1.205 -0.308
F -6.298 -1.105 1.352 0.077
O -4.322 -0.730 2.387 0.111
H -5.143 -3.291 1.716 0.145
H -4.407 -3.013 0.121 0.139
H -4.645 -0.580 0.361 0.171
O 1.823 -0.115 3.579 0.197
C 1.815 0.941 4.103 -0.541
O 2.805 1.420 4.900 0.073
C 2.504 2.781 5.225 -0.051
C 1.010 2.817 5.021 -0.313
F 0.590 4.036 4.588 0.068
O 0.807 1.864 3.991 0.117
H 3.017 3.450 4.533 0.145
H 2.806 3.011 6.243 0.141
H 0.429 2.530 5.899 0.177
```

orbital gap: 0.3183 Eh
HOMO: -0.3213 Ha
charge: 0
LUMO energy: -0.082 eV
SMILES string: N[Si@@H](CCCO)P(O)Cl.O=C1OC[C@@H](F)O1.O=C1OC[C@@H](F)O1.O=C1OC[C@@H](F)O1.O=C1OC[C@@H](F)O1
energy above the lowest of the compared OMol25 structures with the same formula, charge and spin: 55.00 kJ/mol


No. 2
Density functional theory data (ωB97M-V/def2-TZVPD) for 5 unconnected molecules or ions with the total composition C39H52FNO9P at a distorted geometry.

```
103
Properties=species:S:1:pos:R:3:lowdin_charge:R:1
C 3.193 -0.226 6.624 -0.072
C 1.992 0.189 5.809 -0.286
O 0.845 -0.495 6.329 -0.211
P -0.581 -0.608 5.627 0.474
O -1.681 -0.090 6.472 -0.268
C -0.432 0.143 4.016 -0.217
C -1.811 0.318 3.353 -0.185
C -2.058 -0.512 2.080 -0.075
C -1.986 0.178 0.709 -0.315
F -3.044 1.083 0.677 0.055
O -2.441 -0.835 -0.226 0.099
C -1.831 -1.989 -0.284 -0.655
O -2.230 -2.989 0.173 0.171
O -0.736 -1.882 -1.018 0.052
C 0.493 -2.395 -0.502 -0.141
C 1.578 -1.687 -1.263 -0.198
N 1.810 -0.367 -0.702 -0.047
C 2.718 0.507 -1.422 -0.175
C 2.215 1.943 -1.335 -0.418
C 2.392 2.552 0.031 -0.050
O 2.882 2.784 -2.293 -0.069
C -0.702 1.005 0.242 -0.598
O -0.191 1.571 1.202 0.016
O -0.470 0.991 -0.990 -0.018
O -0.748 -2.178 5.410 -0.189
C -0.102 -2.977 4.425 -0.259
C 1.412 -2.991 4.503 -0.066
H 3.582 -1.195 6.310 0.069
H 3.985 0.516 6.519 0.076
H 2.920 -0.291 7.675 0.081
H 1.824 1.264 5.884 0.122
H 2.131 -0.064 4.764 0.097
H 0.057 1.106 4.157 0.099
H 0.247 -0.411 3.363 0.087
H -1.912 1.369 3.111 0.111
H -2.576 0.038 4.078 0.099
H -3.077 -0.902 2.125 0.132
H -1.408 -1.389 2.077 0.096
H 0.585 -2.171 0.566 0.128
H 0.547 -3.480 -0.600 0.120
H 1.252 -1.554 -2.294 0.130
H 2.468 -2.331 -1.235 0.114
H 2.135 -0.494 0.248 0.113
H 2.751 0.206 -2.473 0.107
H 3.750 0.455 -1.045 0.123
H 1.145 1.912 -1.558 0.105
H 3.412 2.932 0.137 0.082
H 1.687 3.365 0.201 0.072
H 2.169 1.814 0.792 0.057
H 3.137 2.250 -3.051 0.045
H -0.484 -3.983 4.592 0.110
H -0.447 -2.682 3.437 0.094
H 1.776 -3.953 4.137 0.078
H 1.870 -2.236 3.865 0.066
H 1.751 -2.843 5.525 0.075
C 1.426 5.666 -1.838 -0.080
C 0.095 5.267 -1.834 -0.069
C -0.913 6.214 -1.949 -0.095
C -0.595 7.559 -2.074 -0.114
C 0.734 7.960 -2.078 -0.117
C 1.742 7.013 -1.956 -0.100
H 2.203 4.922 -1.744 0.078
H -0.156 4.217 -1.734 0.107
H -1.949 5.900 -1.938 0.100
H -1.383 8.297 -2.165 0.092
H 0.983 9.010 -2.174 0.091
H 2.780 7.325 -1.954 0.095
C 4.360 0.973 -5.457 -0.095
C 3.103 1.081 -6.035 -0.086
C 2.987 1.259 -7.406 -0.094
C 4.126 1.320 -8.196 -0.102
C 5.382 1.209 -7.617 -0.104
C 5.500 1.039 -6.245 -0.096
H 4.454 0.834 -4.386 0.091
H 2.214 1.029 -5.419 0.105
H 2.007 1.349 -7.857 0.101
H 4.034 1.456 -9.266 0.097
H 6.270 1.257 -8.234 0.096
H 6.478 0.957 -5.790 0.099
C -1.048 -6.559 2.185 -0.093
C -1.395 -5.896 1.014 -0.082
C -1.096 -6.472 -0.213 -0.089
C -0.460 -7.705 -0.271 -0.104
C -0.118 -8.367 0.901 -0.111
C -0.410 -7.792 2.130 -0.107
H -1.277 -6.111 3.143 0.091
H -1.890 -4.937 1.047 0.075
H -1.361 -5.949 -1.123 0.104
H -0.231 -8.152 -1.230 0.096
H 0.376 -9.329 0.856 0.094
H -0.140 -8.305 3.045 0.095
C -7.181 1.662 -2.524 -0.110
C -8.132 1.735 -1.516 -0.115
C -7.834 1.250 -0.250 -0.108
C -6.586 0.698 0.007 -0.086
C -5.633 0.625 -0.999 -0.074
C -5.935 1.108 -2.265 -0.086
H -7.411 2.041 -3.512 0.093
H -9.103 2.170 -1.716 0.092
H -8.575 1.304 0.538 0.094
H -6.350 0.324 0.995 0.102
H -4.663 0.198 -0.799 0.083
H -5.190 1.052 -3.049 0.102
```

orbital gap: 0.2788 Eh
HOMO: -0.1950 Ha
charge: -1
LUMO energy: 2.279 eV
energy above the lowest of the compared OMol25 structures with the same formula, charge and spin: 0.00 kJ/mol


No. 3
Density functional theory data (ωB97M-V/def2-TZVPD) for 2 unconnected molecules or ions with the total composition C4H11N2O at a distorted geometry.

```
18
Properties=species:S:1:pos:R:3:lowdin_charge:R:1
C -1.249 -0.708 0.241 -0.261
N -0.116 -0.893 1.171 -0.008
C -0.759 -1.269 -1.254 -0.486
C 0.411 -0.464 -1.783 -0.096
N -1.950 -0.659 -1.420 0.036
C 0.868 1.977 1.432 -0.446
O 1.750 0.968 1.655 -0.419
H -1.970 -1.411 0.638 0.086
H -1.501 0.348 0.315 0.105
H 0.626 -0.175 1.511 0.015
H 0.623 -1.507 0.825 0.050
H -0.643 -2.352 -1.396 0.120
H 1.405 -0.803 -1.446 0.068
H 0.494 -0.541 -2.870 0.062
H 0.337 0.581 -1.488 0.066
H -0.211 1.736 1.612 0.033
H 1.092 2.938 1.932 0.034
H 0.792 2.235 0.325 0.040
```

orbital gap: 0.2565 Eh
HOMO: -0.1114 Ha
charge: -1
LUMO energy: 3.948 eV
energy above the lowest of the compared OMol25 structures with the same formula, charge and spin: 546.03 kJ/mol


No. 4
Density functional theory data (ωB97M-V/def2-TZVPD) for 2 unconnected molecules or ions with the total composition C5H17N2O at a distorted geometry.

```
25
Properties=species:S:1:pos:R:3:mulliken_spin:R:1
N -1.171 -2.084 0.133 0.006
C 0.149 -1.318 0.071 0.008
C 1.169 -1.939 0.978 -0.001
C -0.138 0.154 0.432 0.033
N -1.121 0.859 -0.378 0.777
C -1.592 2.107 0.246 0.006
C -0.752 1.077 -1.784 0.021
H -1.790 -1.671 -0.548 -0.003
H -1.154 -3.090 0.040 0.000
H -1.579 -1.925 1.064 0.001
H 0.513 -1.306 -0.955 0.000
H 1.936 -1.230 1.235 0.000
H 0.757 -2.144 1.977 0.000
H 1.557 -2.904 0.682 0.000
H -0.420 0.260 1.484 0.005
H 0.811 0.708 0.372 0.018
H -0.768 2.823 0.135 0.060
H -2.424 2.456 -0.365 0.011
H -1.803 1.973 1.303 0.003
H -1.616 1.359 -2.392 0.011
H -0.464 0.134 -2.224 0.002
H 0.048 1.816 -1.841 0.033
H 3.176 0.694 0.939 -0.001
H 3.688 1.409 -0.322 0.002
O 2.879 1.146 0.139 0.006
```

<S²>: 0.754
orbital gap (spin up / spin down): 0.4221 / 0.2557 Eh
2S+1: 2
HOMO (spin up / spin down): -0.6777 / -0.6774 Ha
charge: +2
LUMO energy (spin up / spin down): -6.957 / -11.474 eV
energy above the lowest of the compared OMol25 structures with the same formula, charge and spin: 87.88 kJ/mol


No. 5
Density functional theory data (ωB97M-V/def2-TZVPD) for 3 unconnected molecules or ions with the total composition C19H47N6O4 at a distorted geometry.

```
76
Properties=species:S:1:pos:R:3:lowdin_charge:R:1
C 3.770 1.005 1.373 -0.145
C 2.258 1.300 0.742 -0.219
C 2.269 1.284 -0.923 -0.216
N 2.047 2.664 -1.531 -0.049
C 3.347 3.480 -1.470 -0.345
C 4.467 2.989 -2.559 -0.110
C 5.604 4.101 -2.948 -0.170
N 5.235 5.537 -2.650 0.086
C 4.333 5.673 -1.438 -0.151
N 4.645 6.336 -0.273 0.121
N 2.976 4.944 -1.538 0.083
H 3.789 -0.045 1.940 0.092
H 4.113 1.848 2.133 0.078
H 4.547 0.952 0.495 0.055
H 1.533 0.458 1.110 0.100
H 1.871 2.328 1.184 0.118
H 3.260 0.778 -1.301 0.106
H 1.332 0.631 -1.263 0.131
H 1.699 2.585 -2.512 0.116
H 3.827 3.308 -0.394 0.161
H 3.912 2.510 -3.495 0.141
H 5.052 2.077 -2.058 0.131
H 6.667 3.878 -2.479 0.149
H 5.752 4.036 -4.130 0.148
H 6.135 6.003 -2.372 0.145
H 4.420 7.335 -0.051 0.152
H 5.127 5.753 0.476 0.162
H 2.710 5.102 -2.557 0.143
C -3.100 4.576 0.789 -0.107
O -2.717 3.730 -0.287 -0.193
C -1.430 3.122 -0.121 -0.205
C -1.559 1.631 0.242 -0.204
N -2.085 1.449 1.598 -0.048
C -2.590 0.101 1.886 -0.178
C -3.661 -0.505 0.952 -0.209
O -4.952 0.098 1.052 -0.175
C -5.071 1.352 0.398 -0.098
H -3.932 5.200 0.449 0.095
H -3.445 3.999 1.641 0.066
H -2.283 5.231 1.098 0.085
H -0.804 3.666 0.595 0.114
H -0.935 3.187 -1.098 0.106
H -0.575 1.154 0.171 0.085
H -2.210 1.175 -0.509 0.098
H -2.841 2.105 1.756 0.062
H -3.013 0.141 2.897 0.126
H -1.735 -0.584 1.932 0.095
H -3.803 -1.546 1.267 0.105
H -3.338 -0.558 -0.093 0.112
H -4.517 1.384 -0.544 0.087
H -4.751 2.148 1.070 0.064
H -6.128 1.526 0.179 0.092
C -2.930 -7.841 0.154 -0.108
O -1.852 -7.584 1.045 -0.195
C -0.570 -7.522 0.407 -0.197
C -0.068 -6.070 0.302 -0.205
N -0.853 -5.295 -0.664 -0.054
C -0.698 -3.839 -0.554 -0.191
C -0.960 -3.167 0.812 -0.209
O -2.330 -3.143 1.214 -0.221
C -2.822 -4.378 1.712 -0.076
H -3.794 -8.151 0.749 0.094
H -3.208 -6.947 -0.396 0.064
H -2.690 -8.642 -0.549 0.089
H -0.566 -8.028 -0.565 0.121
H 0.121 -8.070 1.059 0.121
H 0.983 -6.072 -0.007 0.120
H -0.124 -5.641 1.306 0.094
H -1.835 -5.514 -0.550 0.063
H -1.394 -3.401 -1.279 0.120
H 0.311 -3.574 -0.889 0.112
H -0.671 -2.114 0.707 0.100
H -0.328 -3.564 1.613 0.113
H -2.079 -4.910 2.312 0.092
H -3.173 -4.993 0.884 0.069
H -3.689 -4.172 2.347 0.096
```

orbital gap: 0.1461 Eh
HOMO: -0.3664 Ha
charge: +1
LUMO energy: -5.996 eV


No. 6
Density functional theory data (ωB97M-V/def2-TZVPD) for a molecular structure, C20H44NOP3SSc at a distorted geometry.

```
71
Properties=species:S:1:pos:R:3:lowdin_charge:R:1
Sc -0.239 -0.566 -0.386 0.663
P 1.980 0.964 0.149 0.791
P -1.771 0.200 1.639 0.761
P -1.045 1.556 -1.661 0.750
H -0.358 -2.561 -4.930 0.072
C 0.267 -1.771 -5.375 -0.076
C 1.565 -1.949 -5.633 -0.151
H 2.198 -2.846 -5.502 0.084
C 3.565 0.178 0.661 -0.222
C 1.701 2.002 1.643 -0.233
C 2.667 2.184 -0.993 -0.251
C -3.354 -0.759 1.381 -0.234
C -1.369 -0.338 3.371 -0.237
C -2.447 1.891 2.027 -0.234
C -0.178 2.037 -3.200 -0.216
C -1.130 3.255 -0.964 -0.222
C -2.789 1.277 -2.175 -0.219
H -0.143 -0.738 -5.478 0.087
H 2.122 -1.099 -6.029 0.045
H 3.828 -0.609 -0.060 0.055
H 3.492 -0.259 1.666 0.030
H 4.351 0.950 0.669 0.071
H 1.379 1.392 2.500 0.030
H 0.923 2.746 1.429 0.040
H 2.641 2.515 1.900 0.082
H 2.655 1.782 -2.003 0.000
H 3.707 2.388 -0.731 0.071
H 2.095 3.106 -0.948 0.047
H -3.905 -0.621 2.332 0.070
H -3.120 -1.840 1.235 0.059
H -3.944 -0.334 0.537 0.055
H -2.221 0.026 3.971 0.066
H -0.412 0.115 3.706 0.044
H -1.353 -1.445 3.415 0.064
H -3.115 1.707 2.897 0.072
H -3.026 2.278 1.160 0.049
H -1.596 2.567 2.285 0.063
H -0.851 2.686 -3.766 0.080
H 0.142 1.220 -3.846 0.029
H 0.728 2.587 -2.948 0.046
H -1.687 3.888 -1.672 0.081
H -0.116 3.664 -0.838 0.047
H -1.621 3.290 0.015 0.019
H -3.086 2.075 -2.873 0.077
H -3.472 1.293 -1.309 0.047
H -2.918 0.299 -2.661 0.049
C 1.487 -1.531 -2.777 -0.498
C 0.030 -1.226 -2.650 -0.307
C -0.938 -2.246 -2.432 -0.126
C -0.540 -3.586 -2.303 -0.033
C 0.807 -3.868 -2.453 -0.011
C 1.778 -2.884 -2.676 -0.115
S 2.848 -0.586 -3.584 0.840
H 3.701 -1.375 -4.331 -0.034
H -0.363 -0.373 -3.184 0.040
H -2.021 -2.072 -2.531 0.136
H -1.257 -4.384 -2.149 0.135
H 1.150 -4.891 -2.532 0.136
H 2.796 -3.199 -2.886 0.121
C 1.840 -1.659 3.335 -0.004
N 1.571 -2.889 2.582 -0.117
C 1.941 -4.146 3.195 0.001
C 0.982 -2.924 1.395 -0.162
O 0.663 -1.848 0.792 -0.211
H 2.916 -1.458 3.444 0.116
H 1.454 -1.730 4.369 0.127
H 1.369 -0.801 2.848 0.042
H 1.070 -4.747 3.434 0.114
H 2.569 -4.724 2.519 0.114
H 2.487 -3.987 4.121 0.114
H 0.779 -3.938 1.013 0.180
```

orbital gap: 0.2468 Eh
HOMO: -0.6105 Ha
charge: +3
LUMO energy: -9.896 eV
energy above the lowest of the compared OMol25 structures with the same formula, charge and spin: 0.00 kJ/mol


Q: Look up the charge of the sixth one.
A: +3


Q: The highest charge belongs to which entry?
A: C20H44NOP3SSc


Q: Among the records above, which one has the highest charge?
A: C20H44NOP3SSc